# 1
DFT (the ωB97M-V functional and the def2-TZVPD basis) results for 12 unconnected molecules or ions with the total composition C80H192F8N8O20P4S8 at a distorted geometry.

DFT total energy: -284477.3178 eV
Largest force on an atom: 13.57 eV/Å
Charge: +4
HOMO: -13.96 eV
Orbital gap: 6.73 eV

Atoms and positions in Å:
C  1.866  7.570  -6.243
C  2.839  6.894  -5.297
C  2.427  5.636  -4.629
O  3.500  5.191  -3.816
C  3.211  3.836  -3.340
N  4.053  6.682  -6.144
H  4.793  7.366  -6.074
H  4.438  5.813  -5.801
H  3.961  6.598  -7.146
H  1.710  7.070  -7.199
H  2.010  8.628  -6.464
H  0.937  7.348  -5.718
H  3.199  7.556  -4.510
H  2.117  4.934  -5.403
H  1.562  5.634  -3.965
H  2.216  3.414  -3.200
H  3.639  3.766  -2.340
H  3.838  3.210  -3.975
C  -2.767  -1.034  0.263
C  -2.788  -2.574  -0.170
C  -4.196  -3.228  -0.534
O  -4.863  -3.774  0.591
C  -6.134  -4.336  0.235
N  -1.750  -2.760  -1.325
H  -1.466  -3.728  -1.370
H  -2.100  -2.497  -2.235
H  -0.967  -2.131  -1.220
H  -2.560  -0.453  -0.636
H  -1.985  -0.913  1.011
H  -3.679  -0.694  0.754
H  -2.255  -3.065  0.644
H  -4.008  -4.052  -1.222
H  -4.889  -2.524  -0.995
H  -6.753  -4.702  1.055
H  -5.837  -5.230  -0.312
H  -6.692  -3.647  -0.400
C  -2.987  -4.319  -6.876
C  -2.510  -4.889  -5.593
C  -1.554  -6.114  -5.863
O  -2.304  -7.319  -6.161
C  -1.522  -8.358  -6.816
N  -1.694  -3.977  -4.648
H  -2.199  -3.127  -4.442
H  -1.404  -4.557  -3.873
H  -0.957  -3.571  -5.207
H  -2.204  -4.360  -7.633
H  -3.248  -3.265  -6.779
H  -3.930  -4.768  -7.190
H  -3.300  -5.146  -4.888
H  -0.968  -6.165  -4.945
H  -0.903  -5.745  -6.656
H  -0.819  -8.909  -6.191
H  -0.928  -7.897  -7.605
H  -2.121  -9.221  -7.108
C  3.988  -2.560  -3.628
C  3.003  -1.375  -3.476
C  3.429  -0.323  -4.424
O  2.329  0.576  -4.499
C  2.347  1.259  -5.740
N  1.562  -1.827  -3.576
H  1.331  -2.376  -2.760
H  0.899  -1.069  -3.506
H  1.369  -2.338  -4.426
H  4.136  -2.896  -4.654
H  3.683  -3.367  -2.962
H  5.007  -2.402  -3.274
H  3.151  -1.007  -2.461
H  3.615  -0.796  -5.388
H  4.413  0.054  -4.142
H  3.235  1.875  -5.886
H  1.564  2.012  -5.832
H  2.235  0.518  -6.531
C  -5.285  8.042  -5.043
C  -6.619  7.684  -5.725
C  -7.679  7.079  -4.751
C  -7.781  7.784  -3.364
P  -8.633  6.830  -2.154
C  -7.628  5.407  -1.684
C  -6.336  5.743  -0.920
C  -5.720  4.329  -0.474
C  -5.019  3.676  -1.705
C  -10.270  6.406  -2.785
C  -10.461  5.146  -3.668
C  -11.895  4.988  -4.219
C  -12.266  5.944  -5.299
C  -8.553  8.178  -0.912
C  -9.720  9.135  -0.807
C  -9.456  10.252  0.231
C  -9.431  9.841  1.698
H  -4.580  8.058  -5.874
H  -5.055  7.257  -4.322
H  -5.309  8.892  -4.361
H  -6.385  6.951  -6.498
H  -7.087  8.570  -6.152
H  -7.529  6.010  -4.604
H  -8.654  7.056  -5.239
H  -8.326  8.728  -3.343
H  -6.801  8.029  -2.955
H  -7.400  4.772  -2.540
H  -8.367  4.900  -1.064
H  -6.480  6.407  -0.068
H  -5.629  6.371  -1.463
H  -6.524  3.707  -0.082
H  -5.020  4.467  0.350
H  -3.993  4.037  -1.770
H  -5.491  3.948  -2.649
H  -5.045  2.586  -1.725
H  -10.760  7.250  -3.270
H  -10.828  6.201  -1.871
H  -10.138  4.239  -3.156
H  -9.798  5.209  -4.530
H  -12.613  5.178  -3.421
H  -12.027  4.025  -4.711
H  -13.234  5.668  -5.718
H  -11.598  6.121  -6.142
H  -12.281  6.902  -4.778
H  -7.588  8.650  -1.097
H  -8.466  7.734  0.079
H  -10.535  8.457  -0.552
H  -9.821  9.757  -1.696
H  -10.057  11.139  0.030
H  -8.510  10.712  -0.056
H  -8.564  9.217  1.915
H  -10.357  9.556  2.198
H  -9.141  10.663  2.353
C  -2.986  -2.324  4.477
C  -1.754  -3.158  3.930
C  -2.245  -4.542  3.416
C  -1.197  -5.330  2.714
P  -0.082  -6.477  3.608
C  1.222  -5.472  4.561
C  2.170  -4.467  3.820
C  3.055  -3.775  4.759
C  3.992  -2.663  4.130
C  0.718  -7.440  2.351
C  1.044  -8.867  2.737
C  1.774  -9.638  1.673
C  1.842  -11.166  1.888
C  -0.956  -7.472  4.912
C  -1.081  -6.655  6.220
C  -1.981  -7.331  7.273
C  -1.478  -8.630  7.752
H  -3.695  -2.128  3.672
H  -2.454  -1.440  4.828
H  -3.537  -2.788  5.294
H  -0.956  -3.157  4.672
H  -1.365  -2.646  3.050
H  -3.077  -4.317  2.750
H  -2.870  -5.089  4.122
H  -0.696  -4.712  1.969
H  -1.805  -6.079  2.208
H  1.865  -6.192  5.067
H  0.646  -4.982  5.346
H  1.606  -3.705  3.282
H  2.650  -5.031  3.021
H  3.712  -4.642  4.820
H  2.674  -3.537  5.752
H  4.595  -2.925  3.260
H  4.623  -2.336  4.956
H  3.400  -1.785  3.868
H  1.660  -6.959  2.087
H  0.081  -7.483  1.467
H  0.094  -9.376  2.901
H  1.581  -8.777  3.682
H  2.794  -9.278  1.539
H  1.242  -9.318  0.777
H  2.623  -11.375  2.619
H  2.156  -11.652  0.964
H  0.864  -11.467  2.265
H  -0.342  -8.354  5.097
H  -1.940  -7.625  4.470
H  -1.498  -5.657  6.093
H  -0.112  -6.515  6.700
H  -3.021  -7.383  6.951
H  -1.973  -6.576  8.059
H  -1.438  -9.329  6.916
H  -2.192  -9.188  8.356
H  -0.545  -8.628  8.316
C  -0.193  5.477  -1.024
C  1.167  4.960  -0.436
C  1.127  4.259  0.957
C  0.993  5.198  2.227
P  0.171  4.557  3.711
C  1.268  3.377  4.600
C  1.690  2.194  3.692
C  2.434  1.114  4.436
C  1.618  0.271  5.352
C  -0.241  5.918  4.857
C  0.967  6.613  5.407
C  0.681  7.683  6.481
C  0.408  7.157  7.876
C  -1.363  3.663  3.235
C  -2.163  2.885  4.297
C  -3.524  2.343  3.935
C  -4.846  3.213  4.250
H  -0.647  4.790  -1.739
H  -0.072  6.353  -1.660
H  -0.872  5.660  -0.191
H  1.862  5.800  -0.441
H  1.617  4.332  -1.205
H  2.176  3.983  1.061
H  0.453  3.402  0.919
H  0.658  6.193  1.934
H  1.893  5.307  2.832
H  0.653  2.894  5.359
H  2.163  3.770  5.083
H  2.352  2.380  2.847
H  0.748  1.743  3.380
H  3.293  1.502  4.984
H  2.813  0.432  3.676
H  1.303  0.965  6.130
H  2.213  -0.453  5.910
H  0.756  -0.205  4.885
H  -0.864  5.469  5.631
H  -0.714  6.729  4.305
H  1.632  7.062  4.669
H  1.622  5.925  5.941
H  -0.270  8.138  6.205
H  1.456  8.446  6.404
H  1.179  6.637  8.444
H  -0.396  6.421  7.898
H  0.034  7.916  8.563
H  -1.156  2.875  2.511
H  -2.019  4.290  2.631
H  -2.377  3.574  5.115
H  -1.643  1.967  4.569
H  -3.695  1.440  4.521
H  -3.547  2.104  2.872
H  -4.832  3.517  5.297
H  -5.722  2.588  4.077
H  -4.865  4.117  3.641
C  4.303  -6.686  -0.615
C  5.278  -5.808  -1.384
C  5.597  -4.469  -0.584
C  6.735  -3.748  -1.317
P  7.408  -2.203  -0.524
C  7.719  -2.675  1.207
C  8.488  -4.041  1.567
C  9.081  -4.166  2.949
C  7.995  -4.149  3.995
C  6.137  -0.831  -0.746
C  6.592  0.649  -0.381
C  5.344  1.634  -0.512
C  4.460  1.588  0.777
C  9.063  -1.667  -1.221
C  9.989  -0.795  -0.378
C  11.431  -0.934  -0.819
C  11.764  -0.472  -2.242
H  3.872  -7.476  -1.230
H  3.384  -6.211  -0.271
H  4.698  -7.002  0.350
H  4.930  -5.624  -2.401
H  6.260  -6.277  -1.454
H  5.863  -4.853  0.401
H  4.615  -3.998  -0.528
H  6.487  -3.555  -2.361
H  7.633  -4.361  -1.393
H  6.758  -2.620  1.717
H  8.136  -1.781  1.670
H  9.303  -4.207  0.863
H  7.839  -4.889  1.350
H  9.734  -3.305  3.093
H  9.733  -5.038  3.010
H  7.320  -3.294  3.982
H  8.354  -3.972  5.009
H  7.220  -4.914  4.030
H  5.183  -1.011  -0.251
H  5.877  -0.702  -1.797
H  7.248  1.019  -1.169
H  6.904  0.675  0.663
H  4.771  1.624  -1.440
H  5.839  2.604  -0.573
H  3.748  2.377  0.534
H  4.971  1.934  1.676
H  3.924  0.696  1.101
H  8.706  -1.041  -2.039
H  9.354  -2.688  -1.469
H  9.818  -0.964  0.685
H  9.541  0.182  -0.561
H  11.662  -1.999  -0.831
H  12.089  -0.441  -0.103
H  12.714  -0.971  -2.433
H  12.027  0.582  -2.331
H  10.955  -0.483  -2.973
N  7.405  0.575  5.402
S  7.191  0.177  3.808
O  6.354  -0.976  3.507
O  8.318  0.408  2.865
F  6.191  1.381  3.381
S  8.118  -0.647  5.740
O  9.403  -0.903  5.182
O  7.322  -1.809  6.096
F  8.636  -0.052  7.167
N  -1.163  -5.478  -2.234
S  0.430  -5.853  -1.976
O  1.040  -6.691  -3.004
O  0.912  -5.959  -0.599
F  0.972  -4.373  -2.313
S  -1.583  -6.818  -1.720
O  -1.416  -7.126  -0.302
O  -1.526  -7.967  -2.675
F  -3.201  -6.381  -1.719
N  -2.765  -1.364  -3.851
S  -2.632  -0.005  -4.483
O  -3.028  1.164  -3.689
O  -2.658  0.162  -5.933
F  -1.037  0.084  -4.151
S  -4.439  -1.313  -4.000
O  -5.070  -1.095  -5.309
O  -5.083  -0.910  -2.762
F  -4.551  -2.960  -3.777
N  0.563  -1.328  -0.785
S  1.147  -1.826  0.487
O  0.170  -2.220  1.491
O  2.491  -1.460  0.954
F  1.391  -3.274  -0.153
S  0.803  0.236  -0.456
O  2.019  0.738  -1.087
O  0.367  0.777  0.804
F  -0.354  0.791  -1.394

---

# 2
DFT (the ωB97M-V functional and the def2-TZVPD basis) results for 8 unconnected molecules or ions with the total composition C55H55F7NO at a distorted geometry.

DFT total energy: -80471.4213 eV
Largest force on an atom: 5.54 eV/Å
Charge: +1
HOMO: -10.71 eV
Orbital gap: 5.73 eV

Atoms and positions in Å:
C  3.551  -1.336  -0.854
C  2.500  -1.920  -1.683
N  1.961  -1.022  -2.768
C  0.824  -1.638  -3.567
O  -0.070  -2.457  -2.790
C  -1.155  -1.708  -2.232
C  -1.254  -0.176  -2.113
C  -2.437  0.600  -1.462
C  -2.507  2.194  -1.346
C  -3.593  -0.255  -0.869
C  -3.539  -1.815  -0.992
C  -2.351  -2.546  -1.649
C  -2.301  -4.156  -1.755
C  -3.618  -4.625  -2.603
C  -2.420  -4.876  -0.310
H  4.650  -1.609  -0.968
H  3.223  -0.537  -0.097
H  2.173  -2.993  -1.499
H  2.756  -0.859  -3.420
H  1.654  -0.141  -2.314
H  0.324  -0.820  -4.183
H  1.333  -2.342  -4.330
H  -0.405  0.478  -2.534
H  -1.531  2.618  -0.899
H  -2.625  2.721  -2.363
H  -3.353  2.570  -0.676
H  -4.496  0.193  -0.344
H  -4.376  -2.471  -0.555
H  -1.384  -4.540  -2.310
H  -3.858  -3.793  -3.354
H  -4.492  -4.793  -1.891
H  -3.428  -5.607  -3.149
H  -1.448  -5.461  -0.114
H  -2.597  -4.127  0.545
H  -3.255  -5.660  -0.335
F  0.608  4.362  -1.006
C  0.893  4.263  0.306
C  2.212  4.119  0.707
C  2.508  4.021  2.063
C  1.479  4.058  3.002
C  0.157  4.198  2.587
C  -0.137  4.306  1.232
H  2.999  4.084  -0.039
H  3.536  3.916  2.388
H  1.710  3.977  4.059
H  -0.643  4.222  3.319
H  -1.159  4.425  0.892
F  3.496  -9.341  -3.552
C  2.942  -8.128  -3.443
C  2.416  -7.727  -2.224
C  1.844  -6.465  -2.109
C  1.796  -5.621  -3.217
C  2.323  -6.036  -4.437
C  2.904  -7.295  -4.549
H  2.455  -8.401  -1.376
H  1.436  -6.139  -1.158
H  1.345  -4.636  -3.127
H  2.281  -5.380  -5.300
H  3.327  -7.631  -5.489
F  4.714  7.664  1.701
C  4.899  7.529  0.378
C  6.184  7.586  -0.139
C  6.376  7.441  -1.509
C  5.280  7.251  -2.348
C  3.993  7.201  -1.818
C  3.802  7.335  -0.447
H  7.023  7.742  0.528
H  7.378  7.476  -1.923
H  5.430  7.143  -3.417
H  3.140  7.057  -2.473
H  2.808  7.289  -0.016
F  -3.427  2.118  3.309
C  -3.633  0.828  3.622
C  -4.717  0.484  4.415
C  -4.933  -0.853  4.734
C  -4.055  -1.829  4.267
C  -2.968  -1.471  3.476
C  -2.758  -0.136  3.147
H  -5.384  1.258  4.776
H  -5.782  -1.135  5.347
H  -4.222  -2.871  4.520
H  -2.283  -2.232  3.116
H  -1.921  0.160  2.525
F  -5.477  -4.880  3.117
C  -6.017  -5.371  4.245
C  -7.255  -4.910  4.664
C  -7.816  -5.422  5.830
C  -7.127  -6.380  6.569
C  -5.881  -6.831  6.142
C  -5.325  -6.328  4.970
H  -7.773  -4.158  4.080
H  -8.788  -5.074  6.162
H  -7.563  -6.775  7.481
H  -5.344  -7.574  6.721
H  -4.360  -6.674  4.618
F  -2.070  4.664  -8.176
C  -1.991  3.642  -7.315
C  -2.763  2.510  -7.528
C  -2.677  1.446  -6.636
C  -1.827  1.531  -5.535
C  -1.060  2.674  -5.328
C  -1.138  3.734  -6.226
H  -3.424  2.466  -8.385
H  -3.270  0.553  -6.797
H  -1.764  0.701  -4.836
H  -0.402  2.740  -4.468
H  -0.542  4.628  -6.086
F  4.654  3.122  3.798
C  5.721  3.718  4.364
C  6.426  3.053  5.355
C  7.531  3.667  5.936
C  7.912  4.943  5.526
C  7.193  5.602  4.533
C  6.095  4.985  3.944
H  6.109  2.065  5.667
H  8.094  3.153  6.707
H  8.771  5.422  5.982
H  7.489  6.597  4.217
H  5.529  5.480  3.163

---

# 3
DFT (the ωB97M-V functional and the def2-TZVPD basis) results for a molecular structure, Cl4FMgN2O6V at a distorted geometry.

DFT total energy: -99203.8028 eV
Largest force on an atom: 9.60 eV/Å
2S+1: 3
Charge: -2
HOMO (spin up / spin down): -0.77 / -0.78 eV
Orbital gap (spin up / spin down): 4.56 / 4.56 eV

Atoms and positions in Å:
Mg  -0.838  -0.369  0.820
V  1.368  -2.222  -0.612
Cl  1.905  -0.640  1.017
Cl  3.814  0.064  -1.427
Cl  3.295  -3.127  -1.389
Cl  0.211  -0.514  -1.687
F  0.680  -3.639  -0.519
N  0.576  3.007  -0.498
O  1.862  2.458  -0.566
O  -0.242  2.136  -0.187
O  0.446  4.228  -0.791
N  -3.359  -0.337  1.437
O  -2.470  -1.288  1.376
O  -2.630  0.703  1.835
O  -4.618  -0.460  1.193